C65H55N5OP3SeSiSn as an isolated structure, computed with ωB97M-V with the def2-TZVPD basis set.

```
132
C65H55N5OP3SeSiSn, DFT ωB97M-V with the def2-TZVPD basis set
Sn -1.0961 -1.3456 0.1372
C 3.4492 2.6165 -6.1418
C 2.4256 3.2370 -5.4375
C 1.9594 2.6796 -4.2567
C 2.5206 1.5108 -3.7407
C 3.5549 0.9048 -4.4514
C 4.0097 1.4485 -5.6468
P 1.8045 0.8647 -2.1714
C 2.7033 -0.7165 -2.0316
C 3.7346 -0.9553 -1.2179
C 4.4027 -2.2591 -1.1830
C 4.0556 -3.2700 -1.9806
C 2.8622 -3.1837 -2.8780
C 2.0960 -1.8326 -2.8220
C 2.7086 1.8409 -0.9134
C 3.8968 2.5201 -1.1698
C 4.5620 3.1797 -0.1464
C 4.0384 3.1499 1.1376
C 2.8507 2.4746 1.3901
C 2.1522 1.8086 0.3769
Si 0.4150 1.0137 0.6795
C -0.6403 2.5337 0.1498
C -0.2830 3.8411 0.5128
C -0.9865 4.9427 0.0592
C -2.0811 4.7713 -0.7857
C -2.4553 3.4960 -1.1604
C -1.7381 2.3855 -0.7027
P -2.2960 0.7103 -1.1907
C -4.0328 0.7846 -0.6596
C -4.2320 0.6551 0.7158
C -5.4973 0.8326 1.2531
C -6.5729 1.1097 0.4211
C -6.3853 1.1994 -0.9506
C -5.1161 1.0446 -1.4920
C -2.2565 0.7359 -3.0028
C -1.4511 1.6393 -3.6922
C -1.3241 1.5552 -5.0708
C -2.0028 0.5682 -5.7719
C -2.8016 -0.3384 -5.0884
C -2.9223 -0.2643 -3.7085
C 0.4023 1.0085 2.5962
C -0.3124 1.9176 3.3782
C -0.1953 1.9360 4.7619
C 0.6546 1.0442 5.4024
C 1.3556 0.1134 4.6484
C 1.2179 0.0779 3.2617
P 2.0796 -1.1646 2.2192
C 3.6414 -1.4186 3.1511
C 4.0589 -2.6467 3.6583
C 5.3109 -2.7806 4.2502
C 6.1616 -1.6914 4.3463
C 5.7563 -0.4611 3.8417
C 4.5139 -0.3289 3.2438
C 1.1703 -2.7105 2.5826
C 0.3080 -2.8874 3.6617
C -0.3438 -4.0986 3.8422
C -0.1466 -5.1429 2.9477
C 0.7062 -4.9778 1.8650
C 1.3536 -3.7634 1.6846
H 3.8069 3.0423 -7.0708
H 1.9834 4.1517 -5.8131
H 1.1505 3.1626 -3.7191
H 4.0214 0.0079 -4.0606
H 4.8105 0.9591 -6.1875
H 4.1256 -0.1754 -0.5766
H 5.2436 -2.3705 -0.5081
H 4.6138 -4.1992 -1.9697
H 3.0697 -3.5585 -3.8813
H 1.7450 -1.4981 -3.8002
H 4.3097 2.5329 -2.1721
H 5.4844 3.7092 -0.3523
H 4.5491 3.6584 1.9476
H 2.4596 2.4736 2.4018
H 0.5747 3.9969 1.1572
H -0.6819 5.9389 0.3578
H -2.6362 5.6288 -1.1456
H -3.3118 3.3524 -1.8097
H -3.3977 0.4223 1.3719
H -5.6427 0.7408 2.3227
H -7.5655 1.2295 0.8372
H -7.2314 1.3723 -1.6027
H -4.9717 1.1174 -2.5634
H -0.9156 2.4051 -3.1455
H -0.6835 2.2539 -5.5949
H -1.8992 0.4998 -6.8478
H -3.3185 -1.1231 -5.6265
H -3.5035 -1.0003 -3.1748
H -0.9702 2.6353 2.9000
H -0.7588 2.6598 5.3404
H 0.7699 1.0713 6.4797
H 2.0230 -0.5879 5.1382
H 3.4019 -3.5048 3.5947
H 5.6167 -3.7441 4.6395
H 7.1363 -1.7982 4.8058
H 6.4137 0.3973 3.9073
H 4.2122 0.6314 2.8390
H 0.1260 -2.0688 4.3456
H -1.0168 -4.2259 4.6834
H -0.6699 -6.0809 3.0858
H 0.8574 -5.7693 1.1443
H 1.9999 -3.6263 0.8222
C -2.8322 -0.4071 5.7819
N -3.4542 -1.4337 4.9607
C -4.2424 -2.4822 5.5783
C -3.0568 -1.4988 3.6550
C -3.6280 -2.6169 2.8183
O -2.2652 -0.6847 3.2070
H -3.3236 -0.3803 6.7526
H -2.9253 0.5641 5.2983
H -1.7641 -0.5897 5.9203
H -4.4735 -2.1919 6.6007
H -3.7154 -3.4408 5.6116
H -5.1858 -2.6339 5.0533
H -3.2760 -3.5828 3.1884
H -3.2923 -2.5013 1.7901
H -4.7186 -2.6282 2.8497
Se -3.3465 -3.0870 -1.3980
C -5.1475 -2.4950 -1.4352
C -5.8008 -2.2232 -2.6466
C -7.1332 -1.8468 -2.6580
N -7.8924 -1.7251 -1.5665
C -7.2738 -1.9851 -0.4122
C -5.9459 -2.3519 -0.2938
H -5.2651 -2.3324 -3.5821
H -7.6226 -1.6400 -3.6059
H -7.8837 -1.8928 0.4837
H -5.5267 -2.5402 0.6866
N -0.0172 -2.3375 -1.3572
C 0.9688 -2.5626 -2.0291
N 1.6567 -3.8399 -2.3120
C 1.5467 -5.0360 -1.7500
N 1.4751 -6.0894 -1.2793
```

Properties
**Calculated total energy**: -184719.5726 eV
**Orbital gap**: 5.7672 eV
**Spin multiplicity**: 1
**E_HOMO**: -3.5 eV
**Net charge**: -1